(1)
{"formula": "C43H54BF5Ge2I2NO4Rb", "method": "ωB97M-V/def2-TZVPD", "species": ["Rb", "I", "C", "I", "H", "H", "C", "C", "Ge", "C", "C", "C", "C", "Ge", "C", "C", "C", "C", "C", "C", "C", "C", "C", "C", "H", "H", "H", "H", "H", "H", "H", "H", "H", "H", "H", "H", "H", "H", "H", "H", "H", "H", "H", "H", "H", "H", "H", "H", "H", "H", "C", "C", "C", "C", "C", "C", "C", "C", "C", "C", "C", "C", "N", "C", "C", "C", "C", "C", "C", "F", "H", "H", "H", "H", "H", "H", "H", "H", "H", "H", "H", "H", "H", "H", "H", "H", "H", "H", "H", "H", "H", "F", "B", "F", "F", "F", "O", "C", "O", "C", "C", "C", "C", "O", "C", "O", "C", "C", "H", "H", "H", "H", "H"], "coordinates": [[-0.563872, -0.517304, 0.961503], [2.071300, 2.017643, 0.012957], [3.546386, 2.212927, -1.589218], [4.077311, 0.368144, -2.568869], [4.468053, 2.616942, -1.184972], [3.159707, 2.873125, -2.359727], [-1.397777, 4.515957, 0.894858], [-2.326261, 3.654829, 1.724474], [-2.905234, 1.973574, 0.739937], [-3.811901, 0.764503, 2.065927], [-4.863824, -0.113397, 1.413134], [-4.421344, 2.710555, -0.335214], [-4.244662, 2.438179, -1.636113], [-2.484024, 1.429859, -1.701638], [-0.918035, 2.502528, -2.450037], [-0.996995, 2.887785, -3.917618], [-2.404380, -0.430842, -2.493465], [-3.099456, -0.638199, -3.829255], [-5.139234, 2.791786, -2.726471], [-4.780979, 2.506150, -4.044718], [-5.608108, 2.827720, -5.101935], [-6.819111, 3.461202, -4.871817], [-7.191962, 3.758336, -3.570341], [-6.370639, 3.422245, -2.514074], [-1.123383, 5.433983, 1.414283], [-1.876655, 4.780819, -0.048072], [-0.491557, 3.957717, 0.684352], [-3.247706, 4.197512, 1.951219], [-1.856417, 3.372500, 2.663055], [-4.274052, 1.426887, 2.801543], [-3.074815, 0.162472, 2.589849], [-5.637664, 0.493729, 0.942036], [-5.336472, -0.763089, 2.150563], [-4.428126, -0.750075, 0.646077], [-5.279646, 3.263716, 0.030966], [-0.040361, 1.873716, -2.293377], [-0.791063, 3.391597, -1.833844], [-1.066609, 1.995930, -4.539571], [-0.103259, 3.439081, -4.218341], [-1.867173, 3.515833, -4.112025], [-2.837427, -1.116177, -1.772566], [-1.345805, -0.678690, -2.587616], [-4.163856, -0.426027, -3.749802], [-2.989194, -1.679718, -4.128221], [-2.667992, -0.012342, -4.611755], [-3.834384, 2.017151, -4.221394], [-5.309797, 2.587645, -6.113684], [-7.467459, 3.719040, -5.698285], [-8.135139, 4.259297, -3.384457], [-6.689257, 3.648414, -1.506643], [3.407448, -0.742886, 2.247411], [3.890538, -2.045469, 2.885675], [4.606389, -2.916338, 1.848977], [2.781855, -2.788630, 3.611708], [3.003969, -3.094702, 4.943220], [2.042756, -3.714727, 5.717912], [0.823699, -4.017050, 5.140883], [0.548209, -3.742994, 3.812831], [-0.861824, -4.039661, 3.339635], [-1.612207, -2.727989, 3.106113], [-0.959139, -4.932839, 2.100969], [1.540933, -3.123166, 3.007425], [1.286482, -2.728470, 1.726792], [1.557499, -3.432090, 0.648819], [2.042399, -4.776861, 0.646579], [2.283861, -5.468965, -0.512874], [2.089911, -4.882108, -1.757361], [1.640312, -3.567999, -1.807929], [1.389967, -2.885765, -0.649260], [0.973807, -1.557427, -0.761099], [4.255912, -0.178787, 1.856097], [2.897800, -0.124844, 2.986490], [2.716157, -0.960330, 1.437958], [4.632325, -1.766213, 3.649491], [3.923854, -3.197637, 1.053795], [4.984175, -3.825089, 2.314284], [5.449231, -2.376589, 1.415823], [3.960075, -2.842165, 5.389458], [2.232161, -3.935715, 6.760724], [0.059816, -4.491034, 5.746327], [-1.364915, -4.573919, 4.161905], [-1.132043, -2.181814, 2.301084], [-1.586434, -2.106630, 4.003246], [-2.645574, -2.922946, 2.823261], [-0.585536, -4.423123, 1.219460], [-2.003178, -5.179654, 1.912693], [-0.392513, -5.855363, 2.242901], [2.201397, -5.247357, 1.608774], [2.627219, -6.496819, -0.452901], [2.282101, -5.432333, -2.665712], [1.487701, -3.069888, -2.754644], [-4.535150, -4.086754, 0.414130], [-3.927434, -3.380332, -0.605917], [-2.773591, -2.740525, -0.113562], [-4.789718, -2.387615, -1.062470], [-3.605017, -4.219440, -1.653646], [-0.754650, 0.753815, 3.324140], [0.139370, 1.521757, 2.967347], [0.257856, 1.957346, 1.789858], [1.101129, 2.023659, 4.042336], [2.330292, 2.593740, 3.745561], [3.198476, 3.035719, 4.740782], [2.768315, 2.924816, 6.039976], [3.404038, 3.313193, 7.206139], [2.551524, 2.900774, 8.249773], [1.351857, 2.395022, 7.722494], [1.529769, 2.367059, 6.348331], [0.688594, 1.897226, 5.373200], [2.626506, 2.691241, 2.715249], [4.170370, 3.440117, 4.508043], [2.335635, 3.759721, 8.908504], [3.057514, 2.116801, 8.846231], [-0.258691, 1.434758, 5.596143]], "atomic_forces_ev_per_a": [[-0.3, -0.1, -0.6], [0.8, 0.3, -0.9], [-0.3, -0.3, 0.2], [-0.1, 0.3, 0.2], [0.0, -0.1, 0.1], [-0.1, -0.1, 0.1], [0.0, 0.0, -0.1], [0.1, -0.7, -0.3], [-1.1, 0.9, 0.5], [0.4, 0.1, -0.4], [0.0, 0.0, -0.1], [0.4, -0.3, 0.1], [0.9, -0.5, 0.4], [0.3, 0.2, -0.1], [-0.6, -0.4, 0.3], [-0.1, -0.1, 0.0], [0.0, 0.7, 0.5], [0.0, 0.1, 0.0], [-0.4, 0.2, -0.6], [0.0, 0.0, 0.3], [-0.1, 0.1, -0.2], [0.0, 0.0, -0.1], [-0.2, 0.1, 0.0], [0.1, 0.0, 0.1], [0.0, 0.2, 0.0], [0.0, 0.1, -0.1], [0.2, 0.0, -0.1], [-0.1, -0.1, 0.0], [0.0, -0.1, 0.1], [0.1, 0.2, 0.1], [0.1, 0.0, 0.1], [-0.1, 0.0, -0.1], [-0.1, -0.1, 0.0], [-0.1, -0.1, -0.1], [-0.2, 0.2, 0.1], [0.0, 0.0, 0.1], [0.0, 0.0, 0.1], [0.0, 0.0, -0.2], [0.0, 0.0, -0.1], [0.0, 0.0, -0.1], [0.0, -0.1, 0.2], [0.1, 0.0, 0.1], [-0.1, 0.0, -0.1], [0.0, -0.1, -0.1], [0.0, 0.1, -0.1], [0.1, -0.1, -0.1], [0.0, 0.0, 0.0], [0.0, 0.0, 0.0], [0.0, 0.0, 0.0], [0.0, 0.0, 0.1], [0.1, -0.1, 0.1], [0.0, 0.1, -0.2], [-0.1, 0.1, 0.2], [0.0, 0.0, 0.0], [0.1, -0.1, 0.2], [0.0, 0.0, 0.1], [0.1, -0.2, 0.3], [0.0, 0.0, 0.0], [0.0, 0.0, -0.3], [-0.1, -0.1, 0.2], [0.0, 0.0, 0.2], [0.2, -0.3, 0.6], [-0.7, 1.0, -0.5], [0.2, -0.4, 0.0], [-0.1, 0.2, 0.1], [0.1, -0.2, -0.2], [0.1, -0.2, -0.1], [0.0, 0.1, 0.0], [0.1, 0.1, -0.2], [0.5, -0.8, -0.3], [0.1, 0.1, -0.1], [-0.1, 0.1, 0.0], [0.0, 0.1, 0.0], [-0.1, -0.1, 0.0], [0.1, 0.0, -0.1], [0.0, -0.2, 0.0], [0.1, 0.1, -0.1], [0.0, 0.1, 0.0], [0.0, 0.0, 0.0], [-0.1, 0.0, 0.0], [0.1, 0.1, -0.1], [-0.2, -0.7, 0.5], [0.0, 0.1, 0.0], [-0.1, 0.0, -0.1], [0.0, 0.0, -0.1], [-0.1, -0.1, 0.0], [0.0, 0.0, -0.1], [0.0, 0.0, 0.0], [0.0, 0.0, 0.0], [0.0, 0.0, -0.1], [-0.1, 0.1, -0.1], [-0.3, -0.5, 0.7], [0.0, 0.1, 0.1], [0.7, 0.3, 0.3], [-0.6, 0.7, -0.4], [0.3, -0.5, -0.6], [-0.4, -0.4, 0.7], [0.1, 0.6, 0.6], [0.4, 0.3, -0.2], [0.0, 0.0, -0.1], [-0.2, -0.1, -0.1], [0.1, 0.1, 0.4], [-0.5, -0.3, 0.1], [0.0, 0.1, -0.6], [0.3, 0.0, 1.2], [-0.3, -0.1, -0.4], [0.5, 0.2, -0.2], [0.0, 0.0, 0.3], [0.0, 0.0, -0.1], [0.1, 0.1, -0.1], [0.0, -0.2, -0.2], [-0.1, 0.1, -0.2], [-0.1, -0.1, 0.0]], "lowdin_charge": [0.858, 1.086, -1.107, 0.619, -0.060, -0.058, -0.195, -0.345, 0.876, -0.354, -0.166, -0.243, -0.346, 0.971, -0.367, -0.184, -0.326, -0.170, -0.235, -0.053, -0.090, -0.115, -0.104, -0.038, 0.061, 0.056, 0.023, 0.055, 0.047, 0.062, 0.024, 0.059, 0.073, 0.052, 0.051, 0.013, 0.035, 0.057, 0.059, 0.055, 0.028, 0.061, 0.066, 0.074, 0.047, 0.074, 0.098, 0.089, 0.094, 0.099, -0.081, -0.358, -0.051, -0.132, -0.072, -0.119, -0.068, -0.131, -0.353, -0.085, -0.043, -0.192, 0.025, -0.320, -0.062, -0.131, -0.143, -0.048, -0.204, -0.173, 0.072, 0.074, 0.041, 0.119, 0.059, 0.076, 0.071, 0.097, 0.082, 0.098, 0.122, -0.056, 0.087, 0.087, 0.068, 0.081, 0.078, 0.111, 0.090, 0.075, 0.109, 0.115, -1.356, 0.073, 0.100, 0.120, -0.099, -0.722, -0.432, -0.111, -0.042, 0.009, -0.204, 0.015, -0.192, 0.022, -0.182, 0.078, 0.036, 0.112, 0.131, 0.134, 0.130], "total_charge": -2, "de_lowest_ev": 1.421}

***

(2)
{"formula": "C43H55AsCl3N5OPRuS2Se2Si", "method": "ωB97M-V/def2-TZVPD", "species": ["Ru", "C", "Si", "C", "C", "C", "C", "C", "C", "N", "C", "S", "H", "H", "H", "H", "H", "H", "H", "H", "H", "H", "H", "H", "Se", "P", "Se", "C", "C", "C", "C", "C", "C", "C", "C", "C", "C", "C", "C", "H", "H", "H", "H", "H", "H", "H", "H", "H", "H", "Cl", "C", "C", "C", "C", "C", "C", "N", "C", "C", "N", "C", "O", "C", "C", "C", "Cl", "S", "C", "C", "C", "Cl", "C", "H", "H", "H", "H", "H", "H", "H", "H", "H", "H", "H", "H", "H", "N", "C", "C", "N", "C", "C", "H", "H", "H", "H", "H", "H", "H", "H", "H", "H", "H", "C", "As", "C", "C", "H", "H", "H", "H", "H", "H", "H", "H", "H"], "coordinates": [[-0.093742, -0.024361, 0.038939], [-0.187292, -5.266833, 4.837646], [-0.155743, -3.440787, 5.146629], [0.916598, -3.012597, 6.614403], [-1.857615, -2.782098, 5.573651], [0.675460, -2.600404, 3.648205], [2.047901, -2.401518, 3.752823], [2.763875, -1.787674, 2.737814], [2.063539, -1.332520, 1.647773], [0.732985, -1.486589, 1.493187], [0.067257, -2.166747, 2.454156], [-1.630183, -2.585149, 2.201986], [-0.636661, -5.802695, 5.675506], [0.826872, -5.647792, 4.703302], [-0.760572, -5.505679, 3.939802], [0.394988, -3.270348, 7.538019], [1.151722, -1.946538, 6.649840], [1.859287, -3.561410, 6.626727], [-2.282371, -3.435372, 6.339863], [-2.557795, -2.759529, 4.742341], [-1.781542, -1.784580, 6.021260], [2.571285, -2.725354, 4.643127], [3.833928, -1.653064, 2.795424], [2.572005, -0.838029, 0.834658], [1.384690, -1.233374, -1.652869], [-0.177370, -2.709294, -1.620329], [-1.822251, -1.868224, -0.418978], [0.396342, -4.305382, -1.029286], [1.433587, -4.894279, -1.757727], [1.943799, -6.114656, -1.358854], [1.429326, -6.747475, -0.231163], [0.401691, -6.163085, 0.489654], [-0.122647, -4.939037, 0.091112], [-0.844051, -3.006358, -3.270955], [-1.890449, -3.924314, -3.394282], [-2.472668, -4.143584, -4.628343], [-2.017998, -3.446138, -5.743382], [-0.978173, -2.538919, -5.623558], [-0.389906, -2.311478, -4.385469], [1.839722, -4.400363, -2.633181], [2.741365, -6.575739, -1.924914], [1.830474, -7.703147, 0.077913], [0.000409, -6.659032, 1.363206], [-0.936470, -4.493327, 0.647042], [-2.245139, -4.468966, -2.526325], [-3.277687, -4.858751, -4.725830], [-2.475700, -3.618107, -6.708093], [-0.617999, -2.008417, -6.494525], [0.427612, -1.608345, -4.287647], [-3.398411, 4.899281, 4.678583], [-1.946857, 5.143342, 3.755418], [-2.003817, 5.138626, 2.371650], [-0.828180, 5.289181, 1.653076], [0.407862, 5.435632, 2.279855], [1.662561, 5.591955, 1.434340], [2.770907, 4.555218, 1.702909], [2.472626, 3.284314, 1.051946], [3.206815, 2.699242, 0.059644], [2.526238, 1.584573, -0.311592], [1.368969, 1.472493, 0.437319], [1.389986, 2.514977, 1.252064], [1.276425, 5.495519, 0.086789], [2.029336, 6.289196, -0.843048], [1.225906, 6.397757, -2.090608], [0.354880, 7.411665, -2.361008], [0.043488, 8.777952, -1.373024], [-0.475626, 7.201298, -3.837398], [0.328642, 5.718804, -4.122767], [1.197472, 5.412547, -3.123142], [0.410378, 5.505269, 3.673146], [1.852795, 5.901559, 4.554010], [-0.749457, 5.341584, 4.418661], [-2.955064, 5.058193, 1.862852], [-0.859523, 5.321616, 0.573948], [2.082922, 6.583031, 1.650193], [2.945196, 4.397423, 2.762964], [3.700245, 4.914446, 1.263608], [4.139184, 3.113361, -0.280119], [2.787951, 0.866535, -1.066495], [0.655297, 2.777330, 1.988747], [2.992028, 5.811687, -1.054975], [2.213310, 7.273971, -0.406046], [0.135017, 5.171549, -5.030127], [1.816451, 4.526242, -3.115258], [-0.712985, 5.398353, 5.497296], [-3.179380, 0.970887, 3.855862], [-1.760319, 1.414711, 4.074878], [-0.893730, 0.769039, 3.010787], [-1.322315, 1.049216, 1.627039], [-2.754758, 0.739819, 1.456542], [-3.642026, 1.406852, 2.492699], [-3.788958, 1.355285, 4.580290], [-3.218240, -0.055511, 3.919388], [-1.455615, 1.094039, 5.070178], [-1.762752, 2.502627, 4.031278], [-0.944975, -0.302610, 3.152306], [0.142714, 1.068238, 3.151071], [-1.183596, 2.033436, 1.407228], [-2.860318, -0.342183, 1.539151], [-3.074198, 1.035353, 0.457923], [-4.686050, 1.121977, 2.374800], [-3.560990, 2.493873, 2.481266], [-2.431757, 0.930779, -2.766841], [-0.949276, 1.488736, -1.660276], [-1.433787, 3.296683, -1.161123], [0.347352, 1.864111, -3.049753], [-2.547556, 1.636032, -3.589372], [-3.359025, 0.882794, -2.196279], [-2.215775, -0.061951, -3.162456], [-1.516716, 3.911572, -2.057224], [-0.649239, 3.712764, -0.526825], [-2.387655, 3.313389, -0.629416], [-0.047902, 2.616671, -3.732769], [0.543761, 0.941034, -3.591066], [1.277902, 2.218593, -2.611447]], "atomic_forces_ev_per_a": [[-0.8, 0.0, 0.6], [-0.1, -0.2, -0.1], [0.0, 0.1, -0.1], [0.1, -0.1, 0.1], [-0.1, 0.1, 0.0], [0.1, 0.0, 0.0], [0.0, 0.1, 0.1], [0.0, 0.0, -0.1], [0.0, -0.1, -0.1], [0.3, 0.6, 0.5], [-0.2, -0.3, -0.3], [0.1, 0.2, 0.4], [0.0, 0.0, 0.0], [0.0, 0.0, 0.0], [0.0, 0.0, 0.0], [0.0, 0.0, 0.0], [0.0, 0.0, 0.0], [0.0, 0.0, 0.0], [0.0, 0.0, 0.0], [0.0, 0.0, 0.0], [0.0, 0.0, 0.0], [0.0, 0.0, 0.0], [0.0, 0.0, 0.0], [0.0, 0.0, 0.0], [-0.2, 0.1, 0.0], [0.0, -0.5, -0.6], [0.4, 0.3, -0.2], [0.1, -0.1, 0.1], [0.0, 0.0, 0.0], [0.0, 0.0, 0.0], [0.0, 0.0, 0.0], [0.0, 0.0, 0.0], [-0.1, -0.1, 0.0], [-0.2, 0.0, 0.0], [0.1, 0.0, 0.0], [0.0, 0.0, 0.0], [0.0, 0.0, 0.0], [0.0, 0.0, 0.0], [0.0, 0.0, 0.0], [0.0, 0.0, 0.0], [0.0, 0.0, 0.0], [0.0, 0.0, 0.0], [0.0, 0.0, 0.0], [0.0, 0.0, 0.0], [0.0, 0.0, 0.0], [0.0, 0.0, 0.0], [0.0, 0.0, 0.0], [0.0, 0.0, 0.0], [0.0, 0.0, 0.0], [0.0, -0.1, 0.0], [0.0, -0.1, 0.0], [0.0, 0.0, 0.0], [0.0, 0.0, 0.0], [0.0, 0.0, 0.0], [0.0, 0.1, -0.1], [0.0, -0.1, 0.0], [0.0, 0.0, 0.1], [0.0, 0.0, 0.0], [-0.1, 0.0, 0.0], [0.6, 0.0, -0.2], [-0.1, -0.1, -0.1], [-0.1, 0.2, 0.0], [0.1, 0.0, 0.0], [-0.1, -0.1, -0.1], [0.0, 0.0, 0.1], [0.0, 0.0, 0.0], [-0.1, 0.0, -0.1], [0.0, 0.0, 0.0], [0.0, 0.1, 0.0], [0.1, 0.1, 0.0], [0.0, -0.1, -0.1], [0.0, 0.0, 0.0], [0.0, 0.0, 0.0], [0.0, 0.1, 0.1], [0.0, 0.0, 0.0], [0.0, 0.0, 0.0], [0.0, 0.0, 0.0], [0.0, 0.0, 0.0], [0.0, 0.0, 0.0], [-0.1, 0.0, 0.1], [0.0, 0.0, 0.0], [0.0, 0.0, 0.0], [0.0, 0.0, 0.0], [0.0, 0.0, 0.0], [0.0, 0.0, 0.0], [0.0, 0.0, 0.0], [0.0, 0.1, 0.0], [0.0, 0.1, 0.0], [-0.1, -0.3, -0.2], [0.0, 0.1, 0.1], [0.0, 0.0, 0.1], [0.0, 0.0, 0.0], [0.0, 0.1, 0.0], [0.0, 0.0, 0.0], [0.0, 0.1, 0.0], [0.0, -0.2, 0.0], [0.0, 0.0, 0.0], [0.0, 0.1, 0.0], [0.0, 0.0, 0.0], [0.0, 0.0, 0.0], [0.0, 0.0, 0.0], [0.0, 0.0, 0.0], [-0.1, 0.0, 0.0], [0.5, -0.4, -0.2], [-0.1, 0.1, 0.1], [0.0, 0.1, -0.1], [0.0, 0.0, 0.0], [0.0, 0.0, 0.0], [0.0, 0.0, 0.0], [0.0, 0.0, 0.0], [0.0, -0.1, -0.1], [0.0, 0.0, 0.0], [0.0, 0.0, 0.0], [0.0, 0.0, 0.0], [0.0, 0.0, 0.0]], "lowdin_charge": [0.385, -0.161, 0.499, -0.180, -0.198, -0.242, -0.063, -0.032, -0.166, -0.099, -0.704, 0.599, 0.043, 0.043, 0.027, 0.043, 0.040, 0.038, 0.044, -0.027, 0.023, 0.101, 0.116, 0.047, 0.472, 0.310, 0.470, -0.399, -0.086, -0.056, -0.055, -0.058, -0.103, -0.419, -0.089, -0.056, -0.055, -0.063, -0.112, 0.111, 0.115, 0.114, 0.108, 0.024, 0.112, 0.114, 0.114, 0.112, 0.059, 0.705, -0.683, -0.099, -0.018, -0.171, -0.283, -0.048, -0.041, -0.017, -0.163, -0.074, -0.139, -0.130, -0.134, -0.320, -0.972, 0.690, 1.036, -0.410, -0.149, -0.571, 0.777, -0.124, 0.112, 0.102, 0.160, 0.095, 0.140, 0.137, 0.041, 0.118, 0.133, 0.119, 0.072, 0.106, 0.114, 0.084, -0.075, -0.179, -0.117, -0.232, -0.073, 0.184, 0.176, 0.146, 0.100, 0.056, 0.126, 0.081, 0.019, 0.104, 0.148, 0.116, -0.273, 0.998, -0.265, -0.284, 0.043, 0.028, 0.015, 0.041, -0.005, 0.029, 0.030, 0.001, 0.008], "total_charge": 2, "spin_multiplicity": 2, "de_lowest_ev": 0.000}